Entry 1:
{
  "formula": "C42H52IrN3Si",
  "method": "ωB97M-V with the def2-TZVPD basis set",
  "symbols": ["H", "C", "C", "H", "H", "H", "H", "C", "C", "C", "H", "C", "C", "C", "C", "H", "C", "C", "H", "H", "C", "H", "H", "C", "H", "C", "H", "H", "H", "C", "C", "H", "C", "N", "C", "H", "H", "H", "H", "H", "H", "C", "H", "H", "H", "C", "H", "C", "C", "H", "Ir", "H", "H", "C", "H", "N", "H", "C", "H", "C", "H", "C", "H", "C", "H", "H", "C", "H", "C", "C", "H", "C", "H", "C", "H", "H", "C", "H", "H", "C", "H", "H", "H", "H", "H", "N", "H", "C", "C", "Si", "H", "C", "H", "C", "C", "C", "C", "C", "H"],
  "positions_angstrom": [[0.407, -3.783, -1.564], [-2.486, 4.202, -1.490], [2.423, -1.826, -1.412], [6.237, -0.984, -0.972], [-1.807, -4.574, -3.027], [5.384, -2.360, -0.169], [6.025, 1.092, 1.625], [-1.234, -0.068, 5.555], [-2.045, -1.408, -0.006], [-0.557, 1.915, 4.404], [5.368, -4.083, -2.738], [5.891, -2.008, -1.099], [3.737, 0.195, -1.351], [-0.622, -0.174, 3.247], [3.642, -1.177, -1.664], [-1.345, -5.923, 1.134], [-0.983, -0.803, 4.409], [2.698, 0.729, 2.406], [2.555, 1.903, -1.034], [1.986, 0.017, 2.687], [-1.055, -5.958, 0.090], [3.737, -3.694, -3.208], [-2.655, -0.694, 0.525], [-5.140, 1.107, 0.797], [-1.501, -0.672, 6.422], [-1.428, -3.683, -0.617], [-3.611, -4.975, 0.519], [-5.114, 6.238, -1.180], [-3.614, 1.446, 3.247], [-1.262, 2.829, -3.279], [-1.856, -5.070, -0.816], [2.731, 3.787, 0.896], [-3.261, 5.277, -1.674], [-2.069, 2.075, -0.291], [-4.427, 2.404, 1.377], [-3.946, -4.731, -1.297], [-2.775, 2.918, 2.804], [5.761, -0.427, -3.347], [-1.047, 1.870, -2.772], [2.248, -2.907, -1.554], [4.611, 0.773, -1.525], [4.804, -2.045, -2.139], [-1.278, 2.025, 6.344], [-0.137, 3.456, 1.855], [-5.601, 4.712, 0.617], [-3.963, 3.446, 0.320], [4.196, -4.075, -1.515], [-3.378, -5.264, -0.482], [4.490, -3.536, -2.441], [-6.073, 1.420, 0.413], [-0.406, 1.213, -0.399], [-3.049, 6.101, -2.416], [0.208, 3.321, -0.970], [-2.818, 3.241, -0.474], [-0.672, -0.761, 2.342], [1.398, 0.307, -0.847], [-4.534, 0.711, 0.024], [4.447, 2.630, 1.351], [-0.047, -5.624, 0.141], [-4.675, 4.612, 0.102], [4.587, -0.470, 2.556], [-2.380, -2.728, -0.065], [-5.304, 2.860, 1.951], [0.076, -1.754, -0.817], [-5.261, 0.495, 1.692], [-2.573, 1.422, 1.870], [-0.414, 1.183, 3.239], [0.168, 5.077, -1.082], [-1.049, 1.298, 5.592], [3.080, 2.860, 1.397], [6.203, -2.068, -3.899], [4.963, 1.366, 1.677], [-2.161, 2.834, -3.950], [0.084, 4.166, -1.655], [-1.125, -7.035, -0.280], [0.960, 4.147, -2.325], [2.173, 1.907, 1.870], [-2.162, -6.373, -2.645], [-0.433, 3.092, -3.925], [-3.313, 2.043, 2.361], [6.659, -2.773, -1.320], [-1.057, -1.835, 4.517], [-3.575, -6.342, -0.393], [5.105, 3.302, 0.914], [-3.317, -3.029, 0.424], [-0.848, -0.940, -0.311], [4.593, -1.366, -4.251], [5.373, -1.432, -3.515], [2.586, 0.877, -1.027], [0.270, 2.056, 1.660], [-1.254, 4.943, -2.950], [1.307, -1.101, -1.001], [-0.501, 2.979, 4.420], [-4.391, 5.476, -0.914], [4.089, 0.415, 2.219], [-0.234, -3.146, -1.008], [-1.597, -5.437, -2.284], [-1.268, 4.058, -2.327], [-0.573, -5.711, -2.293]],
  "e_above_lowest_kj_mol": 0.00,
  "orbital_gap_ev": [5.432, 7.074],
  "energy_ev": -59581.0782,
  "homo_ev": [-5.06, -8.24],
  "multiplicity": 5,
  "s_squared": 6.065,
  "lumo_ev": [0.4, -1.2]
}

Entry 2:
{
  "formula": "C16H25NO4",
  "method": "ωB97M-V with the def2-TZVPD basis set",
  "symbols": ["C", "H", "H", "C", "H", "H", "H", "C", "C", "H", "C", "C", "H", "H", "O", "H", "C", "H", "O", "H", "H", "H", "H", "C", "H", "C", "H", "H", "H", "N", "C", "C", "O", "H", "H", "C", "H", "H", "C", "C", "C", "O", "H", "C", "H", "H"],
  "positions_angstrom": [[4.914, 0.094, 0.404], [2.271, 0.728, 0.999], [5.083, 1.721, -1.024], [-2.893, 1.041, -0.603], [0.480, -2.431, -0.011], [-2.459, 1.698, -1.342], [5.854, 0.461, 0.828], [0.200, -0.441, -0.795], [-2.147, 0.705, 0.516], [0.788, -0.512, -1.714], [-3.986, -0.647, 1.281], [4.294, 1.173, -0.505], [0.377, -1.178, 1.242], [-7.717, -1.073, -0.883], [2.190, -1.375, 0.423], [0.910, 2.825, -0.724], [2.252, 1.739, 0.584], [-4.718, 0.830, -1.679], [3.554, 2.144, 0.198], [4.229, -0.135, 1.225], [1.958, 2.438, 1.371], [4.372, -2.433, 0.987], [-0.809, -0.806, -1.015], [-0.758, 1.261, 0.688], [4.863, -3.011, -0.631], [2.935, -2.056, -0.561], [-0.818, 2.352, 0.754], [-0.328, 0.898, 1.635], [3.676, 0.672, -1.260], [0.070, 0.961, -0.467], [-4.171, 0.545, -0.794], [-6.781, -0.538, -1.035], [5.214, -1.082, -0.331], [1.761, 1.498, -1.507], [-4.432, -1.308, 2.008], [4.389, -2.191, -0.086], [-6.985, 0.536, -1.092], [-6.323, -0.871, -1.973], [-4.731, -0.306, 0.153], [0.788, -1.410, 0.257], [-2.712, -0.149, 1.455], [-5.977, -0.854, 0.074], [2.515, -3.063, -0.707], [1.246, 1.791, -0.589], [2.911, -1.530, -1.526], [-2.152, -0.425, 2.337]],
  "e_above_lowest_kj_mol": 371.19,
  "orbital_gap_ev": 8.946,
  "smiles": "COc1ccc(CN2CCOCCOCCOCC2)cc1",
  "energy_ev": -26675.5911,
  "homo_ev": -8.13,
  "lumo_ev": 0.8
}

Entry 3:
{
  "formula": "C4H9N",
  "method": "ωB97M-V with the def2-TZVPD basis set",
  "symbols": ["C", "H", "H", "H", "H", "N", "C", "H", "H", "H", "H", "C", "H", "C"],
  "positions_angstrom": [[-0.708, -2.155, -0.479], [0.479, 3.087, -0.412], [-1.219, 0.703, -0.703], [-1.450, -0.037, 0.833], [-1.384, -2.273, 0.396], [0.151, -1.032, -0.333], [0.551, 1.057, 0.651], [0.753, -0.968, -1.159], [-1.273, -2.089, -1.359], [1.234, 0.363, 1.159], [-0.191, -3.075, -0.607], [-0.671, 0.249, 0.084], [1.720, 2.875, 0.566], [0.874, 2.289, 0.348]],
  "e_above_lowest_kj_mol": 212.95,
  "orbital_gap_ev": 9.974,
  "smiles": "C=CCNC",
  "energy_ev": -5781.6049,
  "homo_ev": -8.76,
  "lumo_ev": 1.2
}